No. 1
{"formula": "C6H18FHfO6", "method": "wB97M-V/def2-TZVPD", "symbols": ["Hf", "F", "C", "C", "O", "O", "H", "H", "H", "H", "H", "H", "C", "C", "O", "O", "H", "H", "H", "H", "H", "H", "C", "C", "O", "O", "H", "H", "H", "H", "H", "H"], "xyz": [[-4.161959, -27.549831, 35.695094], [-4.576520, -27.535076, 33.519233], [-4.792599, -27.666214, 29.862210], [-5.837726, -28.680309, 30.295180], [-5.372268, -29.393525, 31.457494], [-4.797938, -26.461849, 30.604354], [-4.887946, -27.400865, 28.804496], [-3.777262, -28.091263, 29.846163], [-5.966211, -29.409193, 29.498026], [-6.735903, -28.155250, 30.634369], [-4.973940, -28.748892, 32.052459], [-4.828181, -26.770002, 31.517075], [-7.353604, -28.755385, 35.063022], [-7.466768, -27.251846, 34.971821], [-6.394570, -26.590802, 35.763140], [-6.016136, -29.247821, 35.226241], [-7.872632, -29.187930, 34.206802], [-7.923685, -29.093352, 35.931987], [-8.414639, -26.799971, 35.255963], [-7.285793, -26.989900, 33.928110], [-6.934195, -26.168576, 36.450835], [-5.940845, -30.191952, 35.008886], [-4.125550, -24.058906, 35.585427], [-3.420587, -24.535932, 36.803483], [-4.041295, -25.781973, 37.254138], [-4.258443, -25.197725, 34.734427], [-3.454695, -23.359168, 35.081566], [-5.102190, -23.628614, 35.812560], [-3.464549, -23.745237, 37.554829], [-2.363657, -24.785529, 36.695659], [-4.611303, -25.532182, 38.003053], [-4.530308, -24.913006, 33.846010]], "forces_ev_per_angstrom": [[-5.790, 3.738, -5.630], [1.421, -0.165, 5.073], [0.635, -0.164, -1.450], [0.925, 0.465, 0.401], [0.031, -0.194, 0.328], [-0.232, -0.230, 0.754], [-0.600, 0.125, 0.141], [-0.160, -0.293, 0.458], [-0.450, -0.014, 0.196], [-0.337, -0.081, -0.749], [0.064, -0.167, -0.170], [0.084, 0.490, 0.052], [-2.390, -0.387, 1.391], [1.294, -0.132, -1.904], [0.527, -1.291, 0.183], [2.265, 1.703, 0.484], [0.490, -0.089, -0.278], [0.174, -0.146, 0.097], [-0.132, -0.477, 0.234], [0.158, 0.427, 0.124], [0.800, 0.206, 0.567], [-0.015, -0.061, -0.113], [0.591, 0.222, -0.114], [1.124, 0.853, -0.003], [-0.400, -1.563, -0.402], [0.444, -1.758, 0.471], [-0.304, 0.374, 0.094], [0.025, 0.056, -0.146], [-0.152, -0.377, 0.403], [-0.028, 0.153, -0.412], [-0.117, -0.684, 0.180], [0.057, -0.537, -0.262]], "largest_force_ev_per_a": 8.90, "charge": 3, "homo_lumo_gap_ha": 0.0956, "homo_ha": -0.6590, "de_lowest_kcal_mol": 0.0, "e_tot_ev": -22788.28496}


No. 2
{"formula": "C6H18FO6Sr", "method": "wB97M-V/def2-TZVPD", "symbols": ["Sr", "F", "C", "C", "O", "O", "H", "H", "H", "H", "H", "H", "C", "C", "O", "O", "H", "H", "H", "H", "H", "H", "C", "C", "O", "O", "H", "H", "H", "H", "H", "H"], "xyz": [[-0.097966, 0.798065, -0.164426], [0.579808, -0.234406, 1.823619], [-3.544481, 0.703315, -0.013911], [-3.165049, -0.705597, 0.272132], [-1.883221, -1.041417, -0.266589], [-2.506918, 1.652994, 0.340422], [-4.437308, 0.928592, 0.571203], [-3.817684, 0.840819, -1.067636], [-3.939995, -1.339999, -0.168236], [-3.191647, -0.890739, 1.352282], [-1.656375, -1.967735, -0.062570], [-2.891869, 2.523898, 0.203401], [0.620754, -3.443266, -0.564136], [1.482574, -2.252449, -0.932316], [0.718478, -1.202731, -1.560688], [-0.431651, -3.130429, 0.326283], [1.267493, -4.226286, -0.162928], [0.138121, -3.837275, -1.464285], [2.283089, -2.608127, -1.592514], [1.930975, -1.810727, -0.042952], [0.180566, -1.579636, -2.264845], [-0.109210, -3.118711, 1.235226], [2.876914, 2.270813, 0.240308], [1.840524, 3.320027, 0.533885], [0.685801, 2.886219, 1.238091], [2.362007, 1.155129, -0.495475], [3.424451, 1.956758, 1.134357], [3.635626, 2.795831, -0.360200], [1.426404, 3.669680, -0.422021], [2.317468, 4.169951, 1.015369], [0.799666, 3.054961, 2.177907], [3.102647, 0.662482, -0.858745]], "forces_ev_per_angstrom": [[0.156, -1.050, 1.758], [-0.346, 0.393, -1.224], [-0.472, 0.745, -0.384], [0.186, -0.842, 0.456], [-0.829, 0.832, -0.298], [-0.122, -0.466, -0.284], [-0.033, -0.041, 0.038], [0.234, -0.055, 0.041], [-0.015, 0.039, -0.039], [0.251, 0.075, -0.059], [0.400, 0.068, 0.182], [0.136, 0.136, 0.156], [0.028, 0.034, -0.230], [0.003, -0.160, 0.045], [0.233, -0.057, -0.008], [-0.049, -0.323, 0.209], [-0.029, -0.047, 0.007], [0.084, -0.047, 0.018], [-0.101, 0.170, -0.044], [-0.098, 0.087, 0.060], [0.017, -0.090, -0.049], [0.034, 0.268, -0.003], [1.313, 0.382, 0.142], [-0.574, 0.106, -0.911], [0.056, -0.032, 0.138], [-0.052, 0.593, 0.074], [-0.442, -0.299, 0.111], [-0.181, -0.120, -0.085], [0.315, 0.150, 0.005], [0.069, 0.033, 0.075], [-0.116, -0.371, 0.123], [-0.058, -0.110, -0.019]], "largest_force_ev_per_a": 2.05, "charge": 1, "homo_lumo_gap_ha": 0.3586, "homo_ha": -0.4672, "de_lowest_kcal_mol": 0.0, "e_tot_ev": -22349.16941}


No. 3
{"formula": "C6H18FeN9O6Se", "method": "wB97M-V/def2-TZVPD", "symbols": ["Fe", "N", "N", "C", "N", "N", "N", "O", "O", "H", "H", "H", "H", "H", "O", "Se", "O", "O", "O", "N", "C", "C", "C", "N", "H", "H", "H", "H", "N", "C", "C", "N", "H", "H", "H", "H", "H", "H", "H", "H", "H"], "xyz": [[0.318293, -0.100005, 0.167561], [2.552174, 0.578293, 0.047458], [2.897490, 1.223007, 1.255634], [2.122689, 0.976553, 2.324894], [2.237217, 1.642664, 3.448096], [1.305630, -0.058201, 2.066022], [0.287446, -0.401164, 2.867104], [0.183092, -0.110043, 4.021732], [-0.526776, -1.105133, 2.218125], [3.287442, -0.078852, -0.201219], [2.469042, 1.291020, -0.675659], [3.503298, 2.029436, 1.211827], [2.866940, 2.425702, 3.537138], [1.653732, 1.389347, 4.233406], [1.279466, 3.453561, 0.191798], [-0.032024, 2.599999, -0.110852], [-0.413488, 1.494454, 1.106734], [0.320605, 1.287421, -1.153834], [-1.332727, 3.398199, -0.629788], [0.534107, -3.027715, 0.394958], [0.862965, -4.146739, -0.263265], [1.217170, -3.790000, -1.547203], [1.068713, -2.406557, -1.585160], [0.646640, -1.947172, -0.402521], [0.208625, -2.915630, 1.345083], [0.835636, -5.106521, 0.225414], [1.532463, -4.441085, -2.342617], [1.245826, -1.723671, -2.401173], [-3.182045, 1.943765, -1.855242], [-2.387090, 0.776258, -2.373123], [-2.402447, -0.428070, -1.447725], [-1.662983, -0.346504, -0.160595], [-3.550688, 2.498943, -2.628925], [-2.538991, 2.589857, -1.293074], [-3.979188, 1.660521, -1.284898], [-1.375700, 1.130664, -2.545796], [-2.826820, 0.474318, -3.321187], [-1.969134, -1.256941, -2.008307], [-3.440114, -0.698113, -1.229960], [-1.849869, -1.199275, 0.362261], [-1.966604, 0.423410, 0.436871]], "forces_ev_per_angstrom": [[-0.522, 1.589, 1.156], [-0.084, 0.137, 0.053], [0.114, -0.002, 0.098], [0.293, -0.294, -0.171], [-0.081, 0.041, 0.022], [-0.170, -0.544, 0.000], [0.050, -0.312, -0.204], [-0.007, 0.089, 0.053], [-0.171, 0.020, 0.340], [-0.034, -0.065, 0.027], [0.059, -0.038, -0.038], [-0.050, 0.041, 0.003], [-0.021, 0.015, -0.013], [0.024, -0.015, 0.011], [-0.162, -0.169, -0.047], [0.178, 0.069, 0.014], [0.251, 0.328, -0.150], [0.133, -0.411, -0.640], [-0.028, -0.188, -0.003], [-0.068, 0.140, 0.003], [0.065, -0.075, 0.024], [-0.034, -0.003, 0.013], [-0.039, 0.015, 0.034], [0.532, 0.006, -0.705], [0.050, 0.007, 0.014], [-0.035, -0.006, -0.003], [0.020, -0.005, 0.004], [0.001, 0.015, 0.003], [0.138, 0.182, 0.048], [0.041, 0.008, 0.088], [0.060, -0.219, -0.103], [0.134, -0.115, 0.148], [0.006, 0.007, -0.006], [-0.075, -0.140, -0.005], [-0.033, 0.010, -0.029], [-0.038, 0.043, -0.065], [-0.021, -0.065, 0.033], [-0.050, -0.001, -0.017], [0.029, -0.067, 0.034], [-0.224, 0.028, -0.005], [-0.232, -0.054, -0.023]], "largest_force_ev_per_a": 2.03, "charge": 2, "s_squared": 0.8651, "homo_lumo_gap_ha": [0.3074, 0.3359], "spin_multiplicity": 2, "homo_ha": [-0.5962, -0.5954], "e_tot_ev": -131922.89858}